Entry 1:
{"formula": "C22H31N3O2", "method": "ωB97M-V/def2-TZVPD", "species": ["C", "C", "N", "N", "C", "C", "C", "N", "C", "C", "C", "C", "C", "O", "C", "C", "C", "C", "C", "O", "C", "C", "C", "C", "C", "C", "C", "H", "H", "H", "H", "H", "H", "H", "H", "H", "H", "H", "H", "H", "H", "H", "H", "H", "H", "H", "H", "H", "H", "H", "H", "H", "H", "H", "H", "H", "H", "H"], "positions_angstrom": [[3.05829, -0.70677, 3.18003], [3.53833, -1.92833, 2.39795], [2.94477, -1.97645, 1.08931], [3.53200, -1.34487, 0.07347], [2.73272, -1.50138, -0.96374], [1.59721, -2.24977, -0.61922], [0.45607, -2.62956, -1.50377], [-0.82752, -2.42719, -0.84725], [-1.93371, -2.89698, -1.65878], [-3.23305, -2.83735, -0.86038], [-3.49196, -1.41613, -0.37220], [-2.26841, -0.94577, 0.42655], [-2.53289, 0.44659, 0.97091], [-3.02591, 0.61639, 2.05911], [-2.17137, 1.58082, 0.06745], [-3.10944, 2.12669, -0.79492], [-2.74259, 3.18345, -1.61427], [-1.46054, 3.68701, -1.57703], [-0.50970, 3.14759, -0.70507], [0.71089, 3.73253, -0.73899], [1.80286, 3.17431, -0.01442], [2.31801, 1.91132, -0.70259], [2.87666, 4.25603, 0.03096], [-0.87947, 2.09156, 0.12131], [-1.03394, -1.04277, -0.46709], [1.76936, -2.53986, 0.72515], [0.90232, -3.31010, 1.65200], [3.53670, -0.67646, 4.15497], [3.31106, 0.20021, 2.63647], [1.98039, -0.73727, 3.32162], [3.29129, -2.84765, 2.93414], [4.62030, -1.87339, 2.25751], [2.99173, -1.08431, -1.91669], [0.52537, -3.69384, -1.75868], [0.52968, -2.05371, -2.44484], [-1.73004, -3.93011, -1.95354], [-2.03933, -2.29403, -2.58058], [-4.05980, -3.17866, -1.48546], [-3.15183, -3.50619, -0.00205], [-4.38540, -1.38240, 0.25353], [-3.64221, -0.75337, -1.22789], [-2.14221, -1.61882, 1.28104], [-4.11579, 1.73753, -0.81745], [-3.46749, 3.61542, -2.28805], [-1.16312, 4.50822, -2.20969], [1.48575, 2.94466, 1.01322], [1.52662, 1.17204, -0.80222], [2.67863, 2.16038, -1.69769], [3.13198, 1.46887, -0.13538], [3.17353, 4.52049, -0.98024], [3.74453, 3.89517, 0.57508], [2.49083, 5.14536, 0.52213], [-0.18382, 1.65911, 0.82323], [-0.15001, -0.70857, 0.07969], [-1.15872, -0.39264, -1.35318], [1.40970, -4.21122, 1.99859], [0.63042, -2.71583, 2.52374], [-0.00323, -3.59116, 1.12241]], "lowdin_charge": [-0.068, -0.184, -0.133, 0.079, -0.121, -0.179, -0.146, -0.173, -0.199, -0.168, -0.147, -0.215, -0.333, 0.128, -0.165, -0.037, -0.068, 0.000, -0.249, -0.024, -0.423, -0.037, -0.037, 0.031, -0.149, -0.226, -0.005, 0.072, 0.067, 0.066, 0.116, 0.120, 0.109, 0.127, 0.130, 0.120, 0.129, 0.112, 0.116, 0.124, 0.117, 0.155, 0.114, 0.106, 0.117, 0.139, 0.059, 0.091, 0.073, 0.084, 0.082, 0.081, 0.119, 0.118, 0.143, 0.085, 0.080, 0.071], "e_tot_ha": -1171.6578, "orbital_gap_ev": 9.313, "de_lowest_kj_mol": 185.51, "e_homo_ev": -8.56, "charge": 0, "smiles": "CCn1ncc(CN2CCC[C@H](C(=O)c3cccc(OC(C)C)c3)C2)c1C"}



Entry 2:
{"formula": "C3H8NO2", "method": "ωB97M-V/def2-TZVPD", "species": ["N", "C", "C", "C", "O", "O", "H", "H", "H", "H", "H", "H", "H", "H"], "positions_angstrom": [[-1.34040, 1.22315, -0.90702], [0.01562, 0.51916, -0.74502], [0.00828, -0.25147, 0.55394], [1.30312, -1.00433, 0.80998], [2.33961, -0.42226, 0.81320], [1.12721, -2.32158, 0.97141], [-1.35246, 2.12716, -0.42960], [-1.59477, 1.36357, -1.88588], [-2.07998, 0.65619, -0.49035], [0.11953, -0.08311, -1.64495], [0.73584, 1.32258, -0.79216], [-0.01443, 0.44938, 1.39602], [-0.89337, -0.85261, 0.64328], [1.62621, -2.72582, 1.70717]], "lowdin_charge": [0.198, -0.102, -0.085, -0.533, 0.163, 0.128, 0.177, 0.175, 0.165, 0.146, 0.139, 0.145, 0.128, 0.156], "e_tot_ha": -324.0945, "orbital_gap_ev": 10.532, "de_lowest_kj_mol": 86.10, "e_homo_ev": -14.55, "charge": 1, "smiles": "[NH3+]CCC(=O)O"}